Density functional theory data (the ωB97M-V functional and the def2-TZVPD basis) for C15H41N2O17S3V as an isolated structure.

Each line ends with the Löwdin spin population.
Element x y z (Å)
O1 -3.07447 -2.19764 3.07096  -0.007
V1 -1.78182 -1.70925 3.87631  1.000
O2 -2.32811 -0.45715 4.79970  -0.012
C1 -0.26191 -0.45961 0.31089  0.000
C2 0.20605 -0.43563 1.82762  0.002
C3 -0.38261 0.72748 2.55625  0.005
O3 -0.05276 -1.61403 2.49737  0.008
H1 0.40328 -1.09895 -0.26951  0.000
H2 -0.34134 0.57953 -0.00845  0.000
H3 -1.26817 -0.86783 0.21657  0.000
H4 1.28351 -0.27895 1.77625  0.000
H5 -0.10628 1.66624 2.07617  0.001
H6 -0.07733 0.78009 3.60131  0.000
H7 -1.47135 0.77009 2.52598  0.002
C4 3.58161 -2.17929 3.85381  0.000
O4 2.76089 -2.63064 2.77303  0.001
H8 4.50329 -2.75505 3.93807  0.000
H9 3.82370 -1.13125 3.67742  0.000
H10 3.24542 -2.22622 4.88960  0.000
H11 1.92203 -2.16410 2.78870  0.000
O5 -4.60273 -0.45503 -2.09505  0.000
S1 -4.71061 0.87768 -2.67711  0.000
O6 -6.01998 1.37381 -3.22509  0.000
O7 -4.23800 2.00527 -1.61060  0.000
C5 -3.33734 1.57788 -0.58107  0.000
C6 -2.35759 2.71176 -0.24825  0.000
C7 -3.40496 1.25602 -3.97217  0.000
H12 -2.83013 0.65652 -0.86734  0.000
H13 -3.99629 1.52655 0.28567  0.000
H14 -1.65875 2.87474 -1.06872  0.000
H15 -1.68021 2.63868 0.60258  0.000
H16 -3.00660 3.57462 -0.09873  0.000
H17 -3.90070 1.87881 -4.71680  0.000
H18 -3.26406 0.27949 -4.43547  0.000
H19 -2.50026 1.69539 -3.55198  0.000
O8 2.25208 3.96097 1.08371  0.000
S2 3.33945 3.68073 2.03655  0.000
O9 4.62149 4.38858 1.91285  0.000
O10 2.73638 3.94214 3.54825  0.000
C8 1.75211 4.97950 3.73496  0.000
C9 0.35722 4.31593 3.71590  0.000
C10 3.68834 1.93650 2.07908  0.000
H20 1.81956 5.69210 2.91292  0.000
H21 1.87027 5.36178 4.74887  0.000
H22 -0.41398 5.08599 3.69665  0.000
H23 0.13431 3.84984 4.67568  0.000
H24 0.12541 3.66540 2.87259  0.000
H25 2.77530 1.44249 2.41137  0.000
H26 4.57266 1.88880 2.71454  0.000
H27 3.92270 1.56717 1.08070  0.000
O11 2.57207 -3.37442 -1.43993  0.000
S3 2.34506 -4.10046 -2.68788  0.000
O12 2.86134 -5.44004 -2.88906  0.000
O13 0.72857 -3.94570 -3.11042  0.000
C11 0.11235 -2.73513 -2.76861  0.000
C12 -1.06188 -2.48747 -3.70690  0.000
C13 3.14527 -3.08224 -4.01017  0.000
H28 0.74956 -1.85301 -2.70583  0.000
H29 -0.33274 -2.78149 -1.77471  0.000
H30 -0.83724 -2.24722 -4.74609  0.000
H31 -1.66539 -1.67350 -3.30526  0.000
H32 -1.73910 -3.33054 -3.84369  0.000
H33 4.04735 -3.56916 -4.38066  0.000
H34 3.43760 -2.12603 -3.57621  0.000
H35 2.53905 -2.93780 -4.90445  0.000
C14 -4.06061 -4.12953 0.46780  0.000
N1 -2.94545 -3.99885 -0.58292  0.000
O14 -3.13723 -4.29760 -1.73967  0.000
O15 -1.83584 -3.52960 -0.17810  0.000
H36 -3.79280 -4.08505 1.52345  0.000
H37 -4.56850 -5.04543 0.16568  0.000
H38 -4.63640 -3.20640 0.40150  0.000
C15 2.49629 2.11203 -1.92794  0.000
N2 1.87077 1.06472 -2.78057  0.000
O16 0.66412 1.00109 -2.77006  0.000
O17 2.56678 0.27357 -3.32152  0.000
H39 3.57891 2.02414 -2.01907  0.000
H40 2.30494 1.95135 -0.86697  0.000
H41 1.96472 3.00208 -2.26463  0.000

Results
LUMO energy (spin up / spin down) (Eh): 0.071 / 0.071
2S+1: 2
E_tot (eV): -112193.327
Total charge: -1

***

Density functional theory data (the ωB97M-V functional and the def2-TZVPD basis) for C15H42AlI2O6 as an isolated structure.

Each line ends with the natural charge from an NBO analysis.
Element x y z (Å)
C1 -1.53969 0.55621 1.62785  -0.652
C2 -2.97987 0.69188 2.15629  -0.194
I1 -4.17034 2.43660 1.62944  -0.018
C3 -3.47781 -0.26307 2.91605  -0.552
Al1 -2.33283 -1.91950 3.43904  0.897
I2 -5.51247 -0.11455 3.64689  0.028
H1 -1.43006 1.29410 0.82042  0.211
H2 -1.35707 -0.45062 1.25220  0.242
H3 -0.83216 0.82250 2.41965  0.227
H4 -0.80267 -1.37860 3.45103  -0.422
H5 -2.57630 -3.06464 2.34526  -0.385
H6 -2.63429 -2.40266 4.93924  -0.384
C4 0.41822 -1.71434 -2.70067  -0.626
C5 -0.26186 -1.54751 -1.35436  -0.075
O1 -1.49597 -0.84802 -1.50279  -0.721
H7 0.60321 -0.73953 -3.15614  0.199
H8 1.36954 -2.24158 -2.59795  0.201
H9 -0.21888 -2.27605 -3.38942  0.195
H10 0.36650 -0.97091 -0.67978  0.201
H11 -0.45835 -2.52174 -0.89583  0.168
H12 -2.05316 -1.36823 -2.09212  0.456
C6 -4.12575 1.90054 -3.37786  -0.636
C7 -3.31504 0.71808 -3.85568  -0.061
O2 -3.44476 0.54095 -5.26941  -0.729
H13 -5.18184 1.76770 -3.61871  0.207
H14 -4.02091 2.02405 -2.29904  0.236
H15 -3.79845 2.82057 -3.87104  0.186
H16 -3.65725 -0.19670 -3.37420  0.174
H17 -2.25852 0.86309 -3.61348  0.166
H18 -3.13143 1.34766 -5.69192  0.454
C8 3.75871 2.19555 -1.90531  -0.632
C9 3.01522 0.87254 -1.92210  -0.061
O3 1.77809 0.97740 -1.22722  -0.717
H19 3.94854 2.51458 -0.87988  0.216
H20 4.71237 2.11505 -2.43170  0.205
H21 3.16257 2.97809 -2.37791  0.202
H22 3.60221 0.09648 -1.43053  0.173
H23 2.81578 0.55500 -2.95258  0.150
H24 1.25141 1.65510 -1.66622  0.464
C10 -0.93869 -2.06956 8.39208  -0.634
C11 -0.10267 -3.24443 7.91620  -0.054
O4 -0.22924 -3.41589 6.51442  -0.709
H25 -1.98762 -2.22229 8.13677  0.226
H26 -0.85286 -1.93907 9.47418  0.193
H27 -0.62076 -1.14649 7.90218  0.203
H28 -0.43637 -4.16792 8.39068  0.166
H29 0.95566 -3.09123 8.16436  0.139
H30 0.06967 -2.60374 6.08775  0.472
C12 2.42408 5.29686 -5.46455  -0.632
C13 2.02450 4.80372 -4.08590  -0.062
O5 2.76344 5.49017 -3.07981  -0.720
H31 3.49190 5.14447 -5.62803  0.212
H32 1.86996 4.77234 -6.24516  0.212
H33 2.23369 6.36871 -5.56110  0.196
H34 2.23511 3.74083 -3.98566  0.174
H35 0.95513 4.96140 -3.91057  0.160
H36 2.56896 6.43000 -3.16344  0.462
C14 1.72709 -2.83666 1.57428  -0.635
C15 2.55841 -4.01447 1.10639  -0.060
O6 2.43636 -4.19734 -0.30587  -0.727
H37 0.67628 -2.98312 1.32385  0.233
H38 1.81204 -2.70033 2.65284  0.224
H39 2.04924 -1.91615 1.07771  0.191
H40 2.22349 -4.93410 1.58458  0.178
H41 3.61635 -3.86358 1.35126  0.143
H42 2.74220 -3.38758 -0.72898  0.455

Results
LUMO energy (Eh): 0.068
2S+1: 1
E_tot (eV): -51317.993
Total charge: -1

***

Density functional theory data (the ωB97M-V functional and the def2-TZVPD basis) for a 8-piece molecular cluster, C15H42BBr2FO10P overall.

Each line ends with the Mulliken charge.
Element x y z (Å)
C1 -1.16580 3.31825 4.31295  -1.227
C2 -1.27723 2.14129 3.27482  0.283
Br1 -3.06912 1.27580 3.19193  -0.178
C3 -0.23952 1.70693 2.45706  0.158
Br2 1.49711 2.68251 2.63530  -0.217
B1 -0.26683 0.46575 1.37690  0.654
P1 -0.86970 -1.28032 1.94506  0.625
O1 -2.32617 -1.49085 1.41315  -0.553
O2 1.18471 0.20019 1.13062  -0.602
C4 1.65338 0.46873 -0.21127  -0.200
C5 0.24562 0.58000 -0.95157  0.233
C6 -0.03041 -0.26142 -2.25027  -0.876
C7 -0.07987 -1.82636 -2.04898  1.033
C8 -1.51849 -2.42058 -1.77602  -0.917
F1 0.79261 -2.32235 -1.04253  -0.384
O3 -0.78972 0.69762 0.02400  -0.611
H1 -1.50504 4.30800 3.87797  0.249
H2 -1.82414 3.13389 5.21294  0.308
H3 -0.12530 3.46847 4.70114  0.361
H4 -0.04662 -2.34171 1.43495  -0.103
H5 -0.90290 -1.45186 3.37573  -0.294
H6 2.30454 -0.43346 -0.38798  0.177
H7 2.33222 1.36669 -0.18712  0.032
H8 0.28303 1.64486 -1.36757  0.218
H9 0.76678 -0.05565 -3.02402  0.083
H10 -1.00753 0.04126 -2.73774  0.315
H11 0.27715 -2.28385 -3.02550  -0.095
H12 -2.21460 -1.62054 -1.41678  0.363
H13 -1.89485 -2.93700 -2.71300  -0.017
H14 -1.38504 -3.24942 -1.01557  0.293
C9 -2.74319 -1.56201 -5.42577  -0.560
O4 -2.62911 -2.69982 -4.57844  -0.396
H15 -1.76887 -1.08133 -5.49536  0.091
H16 -3.06512 -1.87382 -6.42356  0.286
H17 -3.46542 -0.85781 -5.00435  0.296
H18 -3.49993 -3.10799 -4.53108  0.226
C10 3.94708 6.21954 3.80449  -0.522
O5 3.95398 4.80549 3.71107  -0.448
H19 4.26831 6.50486 4.80606  0.248
H20 4.63723 6.64576 3.06966  0.194
H21 2.93690 6.59957 3.62808  0.248
H22 3.66646 4.57824 2.81690  0.213
C11 -0.21379 -1.53471 6.34251  -0.628
O6 -1.45276 -1.47989 5.65141  -0.384
H23 0.58750 -1.31351 5.63848  0.203
H24 -0.20229 -0.79322 7.14651  0.278
H25 -0.06296 -2.53515 6.75857  0.285
H26 -2.14200 -1.67999 6.29267  0.265
C12 0.00470 -5.10632 -4.57700  -0.182
O7 -0.98752 -6.00399 -5.05521  -0.561
H27 0.86425 -5.68207 -4.23572  0.356
H28 0.31576 -4.43682 -5.38462  0.057
H29 -0.39469 -4.52493 -3.74334  0.050
H30 -1.73241 -5.46968 -5.34909  0.307
C13 5.33596 5.53673 0.22337  -0.646
O8 4.37651 4.51732 0.46518  -0.416
H31 4.84932 6.50552 0.32967  0.220
H32 6.15096 5.46133 0.94878  0.280
H33 5.73241 5.44213 -0.79126  0.288
H34 4.82595 3.67186 0.36662  0.271
C14 1.67778 -0.41862 -6.12938  -0.677
O9 0.69332 -1.41410 -5.88207  -0.329
H35 1.21985 0.56204 -6.00760  0.233
H36 2.50000 -0.52289 -5.41666  0.288
H37 2.05721 -0.51507 -7.15049  0.296
H38 1.11828 -2.26995 -5.99431  0.201
C15 -5.32937 -2.33266 2.95317  -0.380
O10 -4.40117 -2.62759 3.98478  -0.523
H39 -6.11601 -3.08854 2.96353  0.278
H40 -5.77255 -1.34709 3.12586  0.182
H41 -4.82117 -2.34962 1.98581  0.140
H42 -3.71768 -1.94602 3.95351  0.263

Results
LUMO energy (Eh): 0.081
2S+1: 1
E_tot (eV): -189477.008
Total charge: -1

***

Density functional theory data (the ωB97M-V functional and the def2-TZVPD basis) for a 7-piece molecular cluster, C15H42N13O10P overall.

Each line ends with the Mulliken charge.
Element x y z (Å)
C1 0.39173 -0.60407 -0.66444  -0.550
C2 -1.04967 -0.79176 -1.11478  0.350
O1 -1.75236 -1.40102 0.00714  -0.639
C3 -1.13542 -1.80146 -2.25413  -1.413
C4 -0.81066 -1.29057 -3.65367  -0.630
N1 0.55826 -1.71190 -4.10750  0.216
C5 0.67976 -1.52636 -5.58350  -0.702
C6 0.21448 -0.16179 -6.08440  -0.923
C7 -1.10254 0.33691 -5.46569  -0.062
C8 -1.47515 1.74965 -5.91225  0.107
O2 -1.61484 1.89730 -7.15239  -0.784
O3 -1.62839 2.60887 -5.02041  -0.626
C9 -1.00477 0.20365 -3.92317  -0.278
P1 0.32107 1.33833 -3.33240  0.230
O4 -0.10113 2.26394 -2.25757  -0.694
H1 1.04754 -1.30601 -1.17961  -0.013
H2 0.45708 -0.82488 0.39894  0.090
H3 0.70148 0.43192 -0.76340  0.123
H4 -1.55103 0.15718 -1.28730  0.599
H5 -2.67244 -1.15130 -0.11771  0.374
H6 -2.12332 -2.25118 -2.22385  0.303
H7 -0.43840 -2.60347 -1.99608  0.207
H8 -1.48749 -1.80181 -4.33548  0.602
H9 0.61189 -2.71458 -3.92767  0.458
H10 1.30631 -1.29099 -3.55273  0.354
H11 1.69052 -1.74976 -5.91045  0.427
H12 0.05669 -2.28192 -6.05804  0.424
H13 0.07022 -0.19851 -7.16032  0.500
H14 1.01616 0.55946 -5.91771  0.250
H15 -1.90134 -0.33081 -5.79311  0.521
H16 -1.94599 0.54473 -3.50959  0.932
H17 1.47102 0.61259 -2.91603  0.084
H18 0.70349 2.10944 -4.44306  0.130
N2 3.87496 -3.77547 -0.53276  -0.407
C10 2.89499 -4.09864 -1.41567  0.593
N3 2.75795 -5.43091 -1.68360  -0.412
O5 2.18096 -3.24715 -1.93100  -0.568
H19 4.47015 -4.44983 -0.09238  0.160
H20 3.98846 -2.80313 -0.30808  0.227
H21 2.03956 -5.69971 -2.32794  0.199
H22 3.32984 -6.14120 -1.26922  0.163
N4 -5.67130 0.95750 -3.52283  -0.389
C11 -5.14834 -0.29329 -3.41263  0.617
N5 -6.00716 -1.25764 -2.95852  -0.449
O6 -3.98608 -0.53234 -3.70244  -0.502
H23 -6.61912 1.18650 -3.29441  0.155
H24 -5.05874 1.68243 -3.85698  0.247
H25 -5.64698 -2.18839 -2.86969  0.211
H26 -6.96278 -1.08003 -2.71692  0.150
N6 2.60558 -0.76866 4.19135  -0.317
C12 1.60962 -0.82468 3.26667  0.654
N7 0.35945 -0.67027 3.78405  -0.174
O7 1.81154 -0.98894 2.06729  -0.691
H27 2.44307 -0.61794 5.16438  0.096
H28 3.54841 -0.86344 3.86896  0.170
H29 -0.41203 -0.70006 3.14342  0.112
H30 0.18319 -0.53106 4.76971  0.179
N8 2.06831 2.96954 5.76182  -0.317
C13 3.07983 2.27113 6.34919  0.642
N9 3.61788 2.84249 7.46966  -0.454
O8 3.47819 1.20421 5.90044  -0.645
H31 1.72256 3.84528 6.10522  0.153
H32 1.65680 2.57659 4.93281  0.213
H33 4.36682 2.35097 7.92014  0.224
H34 3.30904 3.71643 7.85043  0.157
N10 0.60612 5.32191 0.64292  -0.325
C14 -0.45365 4.67516 1.22166  0.542
N11 -0.85793 3.55450 0.56870  -0.224
O9 -0.98584 5.08266 2.24634  -0.697
H35 1.05310 5.00598 -0.19703  0.174
H36 0.93578 6.15455 1.09097  0.196
H37 -1.63158 3.05166 0.95796  0.152
H38 -0.42295 3.21016 -0.27462  0.266
N12 -1.11685 -0.53547 8.69774  -0.423
C15 -0.31682 -0.46141 7.59403  0.650
N13 0.80222 0.30869 7.73775  -0.237
O10 -0.59069 -1.04839 6.55633  -0.686
H39 -0.91811 -0.06743 9.56041  0.150
H40 -1.94652 -1.09359 8.62529  0.238
H41 1.42071 0.38867 6.95020  0.088
H42 1.03566 0.79227 8.58322  0.172

Results
LUMO energy (Eh): 0.000
2S+1: 1
E_tot (eV): -65377.295